Entry from the Open Molecules 2025 dataset: a 13-piece molecular cluster, C58H118Br5N10O5 overall (the ωB97M-V functional and the def2-TZVPD basis).

Summary:
HOMO energy in eV: -14.67
Total charge: +5
2S+1: 1
Orbital gap in eV: 4.648

Last column: Löwdin charge in e.
Element x y z (Å)
C -5.122772 2.941543 2.254512  -0.10
N -6.347126 3.524932 2.761623  -0.34
C -6.116784 4.169085 4.137964  0.04
C -6.798129 4.590931 1.852813  -0.01
C -7.361333 2.357709 3.067200  -0.07
C -8.583490 2.714210 3.991707  -0.19
O -9.284760 3.741919 3.298454  -0.06
H -5.449986 2.415491 1.390047  0.08
H -4.746865 2.210261 2.960964  0.02
H -4.391296 3.656554 1.986105  0.09
H -6.952034 4.839222 4.301326  0.10
H -5.177520 4.779018 4.032364  0.13
H -6.080686 3.390426 4.875301  0.10
H -5.996722 5.324788 1.758967  0.11
H -7.694188 5.094502 2.175280  0.10
H -6.880375 4.213503 0.836613  0.10
H -6.769422 1.513122 3.477236  0.03
H -7.687362 1.986249 2.097795  0.14
H -8.168601 3.100349 4.882640  0.09
H -9.155061 1.802684 4.179551  0.14
H -9.961302 4.217170 3.791035  0.11
C -1.319162 -4.468987 4.155960  0.00
N -2.767890 -3.989654 4.146476  -0.31
C -3.478491 -4.958995 5.096061  0.03
C -2.808607 -2.649155 4.896218  0.00
C -3.255208 -3.966778 2.752965  -0.13
C -4.719452 -3.660320 2.499595  -0.29
O -5.457324 -4.806134 2.861459  -0.05
H -0.800037 -4.300261 5.082182  0.09
H -0.831441 -3.942495 3.352266  0.06
H -1.310135 -5.540059 3.906832  0.12
H -4.365844 -4.419999 5.388488  0.11
H -2.768980 -5.188000 5.871880  0.10
H -3.787861 -5.881525 4.577882  0.12
H -2.095999 -2.071123 4.343211  0.06
H -2.516998 -2.719819 5.956255  0.12
H -3.737776 -2.138802 4.837844  0.03
H -3.033529 -4.970151 2.360077  0.14
H -2.586437 -3.311124 2.184225  0.13
H -4.744145 -3.418324 1.407104  0.12
H -5.058532 -2.759610 2.988043  -0.07
H -6.345546 -4.820567 2.486053  0.11
C -5.766813 6.045836 -4.314034  0.01
N -4.957044 5.018412 -3.587830  -0.33
C -5.735009 4.673898 -2.382793  -0.03
C -4.809047 3.792466 -4.498620  0.01
C -3.630773 5.549590 -3.129469  -0.11
C -2.807791 6.254000 -4.136376  -0.23
O -2.116368 5.343185 -4.981481  -0.07
H -5.852419 6.955821 -3.716015  0.12
H -6.790884 5.731835 -4.432050  0.11
H -5.329204 6.304725 -5.268529  0.11
H -5.330915 3.888627 -1.816017  0.03
H -6.748853 4.407563 -2.709009  0.13
H -5.790948 5.558218 -1.768114  0.10
H -5.805698 3.383706 -4.649358  0.11
H -4.161305 2.998771 -4.134594  0.04
H -4.423242 4.122669 -5.459251  0.10
H -3.115145 4.677294 -2.726050  0.13
H -3.874932 6.297624 -2.369684  0.15
H -2.139733 6.922610 -3.565501  0.14
H -3.413627 6.836157 -4.802150  0.11
H -1.922167 5.833391 -5.827419  0.13
C -1.157007 0.344362 1.458565  -0.08
N -1.039326 1.308433 0.357202  -0.33
C -1.865548 2.487585 0.673779  -0.02
C 0.393555 1.650742 0.243916  -0.09
C -1.510540 0.538836 -0.897954  -0.11
C -1.418768 1.358223 -2.181051  -0.27
O -2.074773 2.593530 -2.162939  -0.18
H -2.157644 0.016486 1.736924  0.06
H -0.756399 0.839109 2.336894  0.04
H -0.576612 -0.553556 1.227383  -0.03
H -2.071131 2.994906 -0.256631  0.08
H -1.338821 3.154038 1.421274  0.04
H -2.814635 2.250674 1.141998  0.08
H 0.949070 0.770941 -0.077852  0.07
H 0.680928 1.852654 1.256308  -0.05
H 0.656720 2.519151 -0.368570  0.09
H -2.523656 0.220242 -0.719073  0.08
H -0.766562 -0.267259 -0.921601  0.11
H -1.823700 0.769580 -2.985912  0.10
H -0.299630 1.482574 -2.301996  0.13
H -3.033254 2.363177 -2.191849  -0.09
C -0.116188 -0.031990 5.230006  -0.05
N 1.202855 -0.599795 5.435192  -0.36
C 1.958777 -0.248637 4.167499  -0.01
C 1.843044 0.123833 6.566275  0.03
C 1.137054 -2.104976 5.649203  -0.07
C 2.537399 -2.830483 5.898168  -0.23
O 2.155127 -4.124786 6.260907  -0.04
H -0.674321 -0.019914 6.188141  0.13
H -0.702293 -0.560291 4.454895  0.10
H -0.067817 1.017270 5.042160  0.02
H 2.868993 -0.831255 4.242140  0.09
H 2.109271 0.811641 4.106871  0.05
H 1.440399 -0.595085 3.283028  0.06
H 2.891060 -0.218390 6.648409  0.12
H 1.266670 0.044524 7.462732  0.11
H 1.806892 1.176296 6.290377  0.12
H 0.840702 -2.504262 4.701613  0.10
H 0.444069 -2.332879 6.474569  0.15
H 3.063826 -2.292963 6.711759  0.12
H 3.109875 -2.729139 4.982182  0.10
H 2.868846 -4.427003 6.855831  0.12
C 0.964125 4.647646 -4.435959  0.03
N 2.422040 4.540974 -4.397801  -0.08
C 3.007723 3.382448 -4.610778  -0.03
C 4.371009 3.268690 -4.496978  -0.04
C 5.174857 4.335897 -4.127409  -0.13
C 4.501214 5.538160 -3.849858  0.07
C 3.139824 5.610986 -4.038121  0.01
C 6.661590 4.264947 -4.270381  -0.08
C 7.185930 3.725256 -5.478688  0.05
C 8.519436 3.684693 -5.674210  0.03
N 9.368581 4.101077 -4.694553  -0.05
C 8.912030 4.543758 -3.531128  0.00
C 7.584560 4.683553 -3.315237  0.06
C 10.867575 4.137643 -4.937627  0.07
H 0.594516 3.733295 -4.874173  0.10
H 0.713575 5.494687 -5.061722  0.10
H 0.516976 4.749618 -3.425851  0.13
H 2.331452 2.599946 -4.908221  0.15
H 4.871765 2.380343 -4.817753  0.13
H 4.999915 6.461056 -3.565255  0.14
H 2.609504 6.526232 -3.829945  0.16
H 6.538120 3.400969 -6.263507  0.13
H 9.005420 3.428863 -6.583172  0.15
H 9.604710 4.776662 -2.777380  0.15
H 7.256064 5.013769 -2.359643  0.14
H 11.394993 3.561657 -4.165546  0.12
H 11.263663 5.120459 -4.986929  0.10
H 11.081413 3.655432 -5.887860  0.10
C 3.665748 -0.353381 0.859680  -0.12
N 4.860788 -1.197185 1.039993  -0.05
C 4.664004 -2.509240 1.258865  -0.03
C 5.689949 -3.345757 1.407357  0.04
C 7.025939 -2.906753 1.407103  -0.12
C 7.219824 -1.542830 1.160114  0.07
C 6.118349 -0.743931 0.885930  0.04
C 8.137101 -3.867027 1.576897  -0.13
C 8.755920 -4.091621 2.772423  0.05
C 9.627709 -5.104837 2.835272  0.00
N 9.928661 -5.880164 1.790194  -0.07
C 9.260104 -5.720659 0.598249  0.06
C 8.296014 -4.767994 0.525741  0.05
C 10.931486 -6.938550 1.924795  0.04
H 2.901303 -0.688519 1.576607  0.01
H 3.290857 -0.575258 -0.169356  0.06
H 3.840379 0.683138 1.072295  0.04
H 3.640599 -2.801151 1.352658  0.03
H 5.430093 -4.389669 1.549734  0.15
H 8.179603 -1.101514 1.154132  0.13
H 6.056556 0.291938 0.632505  0.14
H 8.545324 -3.520122 3.674391  0.16
H 10.084538 -5.423529 3.784598  0.17
H 9.559882 -6.390546 -0.187118  0.16
H 7.732673 -4.616618 -0.341568  0.13
H 10.669052 -7.838535 1.363900  0.12
H 10.852004 -7.215925 2.993132  0.12
H 11.940636 -6.650977 1.628826  0.12
C 0.292329 -5.029998 -5.604065  -0.11
C -1.147201 -5.588668 -5.580643  -0.22
C -1.785561 -5.685189 -4.156587  -0.16
C -1.861968 -4.307292 -3.557370  -0.16
N -2.509807 -4.141750 -2.221877  -0.29
C -3.970080 -4.612155 -2.185247  -0.08
C -4.779301 -3.470605 -2.776064  -0.14
C -4.091238 -2.240272 -2.195039  -0.16
C -2.558989 -2.682740 -1.903871  -0.07
C -1.656987 -4.897271 -1.252850  0.01
H 0.631048 -4.867488 -6.637686  0.08
H 0.944159 -5.830379 -5.226385  0.08
H 0.530868 -4.111453 -5.072740  0.06
H -1.041603 -6.607989 -5.975580  0.11
H -1.823831 -5.123916 -6.338345  0.12
H -1.199010 -6.301419 -3.478162  0.12
H -2.779817 -6.080151 -4.324212  0.11
H -2.390026 -3.600113 -4.188377  0.15
H -0.852160 -3.933232 -3.357842  0.13
H -4.159963 -4.908978 -1.133980  0.14
H -4.015785 -5.543204 -2.777330  0.13
H -5.816820 -3.661741 -2.460553  0.14
H -4.738347 -3.516155 -3.862523  0.12
H -4.531337 -1.918320 -1.240706  0.09
H -4.175994 -1.374342 -2.844103  0.00
H -2.303900 -2.500022 -0.855029  0.11
H -1.777510 -2.226711 -2.500121  0.12
H -1.866472 -5.947405 -1.440703  0.11
H -2.043379 -4.631049 -0.263128  0.09
H -0.600580 -4.709464 -1.339678  0.09
Br 0.530414 3.210154 3.331501  -0.26
Br -5.023605 -0.435178 2.931369  -0.08
Br 3.639998 1.995850 -1.399659  -0.32
Br 1.038205 -2.552166 0.892523  -0.23
Br -4.872807 1.054993 -2.193606  -0.01

Cartesian forces (eV/Å) of the 6 atoms listed first:
-0.279 -1.292 0.171
-1.492 0.348 3.009
1.012 1.021 -1.688
0.356 0.413 -1.020
-0.453 -0.265 -0.250
1.132 0.494 -2.100